No. 1
Formula: C10H14BN7O2Re
Source: the Open Molecules 2025 dataset
Level of theory: wB97M-V/def2-TZVPD

The geometry in XYZ format:
```
35
Properties=species:S:1:pos:R:3
C -0.09198 2.99504 0.88438
N 0.12976 1.74687 0.35105
N 0.36657 1.90619 -1.01631
C 0.26947 3.21078 -1.31657
C -0.00827 3.92558 -0.14556
B 0.53832 0.60926 -1.86981
N 1.61737 -0.26998 -1.16993
N 1.52877 -0.56722 0.18025
C 2.54662 -1.41750 0.49086
C 3.29210 -1.64768 -0.67339
C 2.67587 -0.91388 -1.68175
Re -0.37328 -0.05179 1.10337
N -0.80649 -0.18851 -1.76570
N -1.32408 -0.57506 -0.48968
C -2.50353 -1.27037 -0.72722
C -2.73102 -1.29666 -2.09609
C -1.66577 -0.60819 -2.70477
H -3.04544 -1.69638 0.11161
H -1.46024 -0.38574 -3.73871
H -3.55547 -1.75843 -2.60686
H 0.84678 0.89477 -2.98830
H 2.87909 -0.83302 -2.73780
H 0.38573 3.53573 -2.34399
H 4.13347 -2.29593 -0.77288
H -0.17230 4.98205 -0.06353
H 2.66925 -1.79004 1.49283
H -0.31570 3.08005 1.93470
H -0.69487 -1.89356 1.63827
C -0.02333 -2.03017 2.55546
H 0.71103 -2.80979 2.32084
H 0.52861 -1.14095 2.91606
H -0.70612 -2.30094 3.37547
O -1.69385 0.03126 4.98942
N -2.50847 0.27301 4.21964
O -1.43858 0.55120 2.34464
```

Summary:
total charge	+4
LUMO (spin up / spin down)	-16.8 / -18.2	eV
spin multiplicity	4
E_HOMO (spin up / spin down)	-23.00 / -22.76	eV
expectation value of S²	3.774
molecular weight	461.29	g mol⁻¹
HOMO-LUMO gap (spin up / spin down)	6.18 / 4.59	eV
energy	-1024.477631	Eh

=====

No. 2
Formula: C10H14BN9OPdS
Source: the Open Molecules 2025 dataset
Level of theory: wB97M-V/def2-TZVPD

The geometry in XYZ format:
```
37
Properties=species:S:1:pos:R:3
Pd 0.34316 -0.48441 -0.23528
B 3.87217 -0.10160 -1.62617
N 3.12322 -1.44616 -1.57862
C 3.63149 -2.60772 -2.01780
C 2.70154 -3.59545 -1.82495
C 1.61318 -2.96858 -1.24963
N 1.88192 -1.63146 -1.09904
N 3.03230 1.05195 -1.05051
C 3.44311 2.32933 -0.97050
C 2.43733 3.07766 -0.40548
C 1.42017 2.17830 -0.15930
N 1.79818 0.94089 -0.55937
H 4.88170 -0.19837 -0.99145
H 4.14508 0.14940 -2.76362
H 4.61535 -2.72630 -2.44997
H 2.79891 -4.64219 -2.07072
H 0.69883 -3.44763 -0.96352
H 4.40692 2.69071 -1.30010
H 2.44232 4.13758 -0.19944
H 0.42542 2.41274 0.30026
C -5.51577 -1.71777 2.04514
N -4.15501 -1.65882 1.55564
C -3.43654 -0.55768 1.27514
N -4.01273 0.63842 1.49005
S -1.88722 -0.67507 0.65300
H -5.81757 -2.76268 2.11085
H -6.17473 -1.18181 1.35797
H -5.56378 -1.25530 3.03417
H -3.68444 -2.53125 1.35720
H -4.85163 0.73835 2.03807
H -3.45561 1.46868 1.33875
N -0.70538 5.42799 1.42118
C -1.20188 4.38602 1.36983
N -1.85365 3.12331 1.32537
C -0.98042 2.16596 0.80855
N -0.27173 1.31157 0.37235
O -0.14420 -2.03860 -0.33807
```

Summary:
LUMO (spin up / spin down)	-0.1 / -3.4	eV
spin multiplicity	5
E_HOMO (spin up / spin down)	-7.61 / -8.22	eV
expectation value of S²	6.022
molecular weight	425.58	g mol⁻¹
ΔE to the lowest compared entry with this formula, charge and spin	816.58	kJ/mol
HOMO-LUMO gap (spin up / spin down)	7.48 / 4.83	eV
energy	-1507.949162	Eh

=====

No. 3
Formula: C10H14Br2
Source: the Open Molecules 2025 dataset
Level of theory: wB97M-V/def2-TZVPD

The geometry in XYZ format:
```
26
Properties=species:S:1:pos:R:3
C 0.67190 -0.66369 0.24712
C -0.09945 0.35574 0.68332
C 1.39148 -1.22592 1.25748
C -0.93017 1.09258 1.35371
C 0.60628 0.63234 -1.67611
C 0.59242 -0.85567 -1.28237
C -0.78969 2.55814 1.14104
C -1.68774 0.73426 2.60574
C -0.79657 -1.48786 -1.68319
C 1.72463 -1.57954 -2.00149
Br 2.69188 -2.61573 1.03846
Br -0.55642 1.54595 -2.85211
H 1.29810 -0.67987 2.27185
H 1.59724 1.19504 -1.58228
H -0.27828 3.03889 2.02667
H -0.37759 2.94664 0.25168
H -1.79808 3.00099 1.15685
H -2.09154 -0.35976 2.77226
H -1.16590 0.98341 3.54585
H -2.65524 1.31586 2.52267
H -1.13860 -1.16672 -2.61469
H -1.63114 -1.15153 -1.03487
H -0.72989 -2.58057 -1.67397
H 2.61649 -1.12997 -1.64578
H 1.61440 -1.22233 -3.00052
H 1.92147 -2.68066 -1.82734
```

Summary:
LUMO (spin up / spin down)	0.0 / 0.2	eV
E_HOMO (spin up / spin down)	-7.75 / -7.31	eV
molecular weight	294.03	g mol⁻¹
ΔE to the lowest compared entry with this formula, charge and spin	0.00	kJ/mol
HOMO-LUMO gap (spin up / spin down)	7.78 / 7.48	eV
energy	-5537.259637	Eh

=====

No. 4
Formula: C10H14Br2ClNNiO8P2
Source: the Open Molecules 2025 dataset
Level of theory: wB97M-V/def2-TZVPD

The geometry in XYZ format:
```
39
Properties=species:S:1:pos:R:3
Ni -0.75850 0.35617 0.32470
Br 0.63757 4.10508 1.51490
C -1.10632 4.20708 0.75252
Br -2.01345 2.51713 0.48482
H -1.05116 4.66793 -0.22034
H -1.74867 4.74435 1.43325
N -3.32427 -2.18280 -2.39955
C -2.53983 -2.17385 -1.09581
C -2.35906 -3.58055 -0.53872
P -3.46864 -1.00745 0.01413
O -4.49040 -1.95518 0.82003
O -4.21595 -0.15418 -0.94559
O -2.48411 -0.45810 1.03050
P -0.87001 -1.53142 -1.59221
O -1.27861 0.04627 -1.86503
O -0.54028 -2.19900 -2.87298
O -0.00549 -1.48992 -0.36918
H -4.00085 -2.94052 -2.43384
H -2.65515 -2.27149 -3.17500
H -3.81773 -1.27544 -2.40384
H -3.32258 -4.04340 -0.32453
H -1.79553 -3.51718 0.39026
H -1.79296 -4.21032 -1.22792
H -4.21925 -2.06832 1.73932
H -0.63648 0.46368 -2.45792
Cl 7.39180 1.43425 1.63280
C 5.67775 1.29186 1.37588
C 4.86428 0.90631 2.42880
C 3.49904 0.79351 2.21757
C 2.95895 1.06631 0.96734
C 3.78905 1.45181 -0.07684
C 5.15537 1.56592 0.12203
C 1.49286 0.94466 0.74817
O 0.74186 0.56810 1.69475
O 0.98614 1.21505 -0.38309
H 5.29909 0.69749 3.39735
H 2.83753 0.49175 3.01851
H 3.35019 1.65970 -1.04361
H 5.81382 1.86471 -0.68164
```

Summary:
LUMO (spin up / spin down)	0.2 / 0.2	eV
spin multiplicity	3
E_HOMO (spin up / spin down)	-9.13 / -9.12	eV
expectation value of S²	2.004
molecular weight	592.12	g mol⁻¹
ΔE to the lowest compared entry with this formula, charge and spin	0.00	kJ/mol
HOMO-LUMO gap (spin up / spin down)	9.34 / 9.33	eV
energy	-8845.680745	Eh

=====

No. 5
Formula: C10H14ClF2O5P
Source: the Open Molecules 2025 dataset
Level of theory: wB97M-V/def2-TZVPD

The geometry in XYZ format:
```
33
Properties=species:S:1:pos:R:3
C 2.51939 -0.34909 0.92953
C 1.10863 0.43116 0.94212
C 0.27241 0.32858 -0.43036
C 0.53536 -0.96098 -1.38131
C 0.38367 -2.37115 -0.63202
F -0.29573 -0.94392 -2.56410
C 0.36910 1.53682 -1.51061
P 1.09113 3.21950 -1.00514
O 0.14367 3.88969 0.28680
Cl 3.08467 2.93465 -0.25562
O -0.91707 1.88988 -2.11356
C -1.90028 1.40074 -1.17790
O -3.08919 1.61192 -1.46521
C -1.23033 0.62355 0.05648
F -1.43436 1.55553 1.14419
C -2.23293 -0.58491 0.36210
C -1.98484 -1.32099 1.76111
O -2.04599 -0.71388 2.86091
O -1.64050 -2.71818 1.86349
H 2.95960 -0.50925 -0.11021
H 2.31539 -1.40156 1.36398
H 3.30917 0.11760 1.60665
H 0.46393 -0.09122 1.74792
H 1.25160 1.50240 1.32141
H 1.62874 -0.91006 -1.75025
H 0.47780 -2.27835 0.49778
H 1.17328 -3.07599 -1.09432
H -0.63027 -2.81349 -0.97045
H 1.16010 1.12869 -2.24442
H 0.38069 3.46367 1.14072
H -3.32149 -0.21012 0.38284
H -2.17585 -1.34840 -0.48902
H -1.72953 -3.03286 0.92648
```

Summary:
SMILES string	CC[C@]1([C@@H](C)F)[C@H](P(O)Cl)OC(=O)[C@@]1(F)CC(=O)O
LUMO	0.2	eV
E_HOMO	-9.39	eV
molecular weight	318.64	g mol⁻¹
HOMO-LUMO gap	9.55	eV
energy	-1766.862918	Eh

=====

No. 6
Formula: C10H14CuN3O4S
Source: the Open Molecules 2025 dataset
Level of theory: wB97M-V/def2-TZVPD

The geometry in XYZ format:
```
33
Properties=species:S:1:pos:R:3
C 0.66937 3.45837 0.43747
C -0.28873 2.43060 0.93940
N -0.37238 0.98665 0.47132
C 0.93618 0.50918 -0.10717
C 0.99907 -1.07713 -0.50798
S 2.42679 -1.24733 -1.76726
C 4.02542 -1.42270 -0.75861
N 4.77212 -0.28034 -0.07538
N 5.88254 -0.76416 0.59619
C 5.86591 -2.28064 0.35779
O 4.73910 -2.69203 -0.50384
C -1.55467 0.76847 -0.44091
O -2.24152 -0.53951 -0.22432
C -3.05208 -0.51822 1.00328
C -4.15917 -1.75821 0.82907
C -1.26422 0.98351 -2.03844
O -1.42096 2.24003 -2.53002
O -0.89442 -0.05377 -3.01438
H 0.60753 4.55326 0.90883
H 1.51226 3.28522 -0.36057
H -1.05513 2.78948 1.77933
H 1.32776 1.13877 -1.03005
H 1.75433 0.66870 0.74713
H 0.04489 -1.48901 -1.04749
H 1.16492 -1.77671 0.44197
H 6.66140 -3.03590 0.81277
H -2.36629 1.59017 -0.13891
H -3.69436 0.44897 1.15907
H -2.42048 -0.69167 1.99894
H -4.46194 -1.71911 -0.32319
H -5.13323 -1.59216 1.45725
H -3.67684 -2.81588 1.02557
Cu -5.33323 -0.09686 -0.09686
```

Summary:
LUMO	-3.7	eV
E_HOMO	-7.16	eV
molecular weight	335.85	g mol⁻¹
HOMO-LUMO gap	3.43	eV
energy	-2892.795971	Eh